No. 1
Formula: C16H11N4PtS6
Source: the OMol25 dataset
Level of theory: wB97M-V/def2-TZVPD

```
38
Properties=species:S:1:pos:R:3:lowdin_charge:R:1
Pt 0.7158 -1.3713 -0.1156 0.67
N -3.2994 -2.7398 -0.7634 0.06
C -2.1114 -2.1260 -0.5056 -0.84
S -0.7091 -3.1284 -0.4283 0.54
N -2.1793 -0.8186 -0.3125 0.00
N -0.9545 -0.2853 -0.1114 -0.18
C -0.8311 1.0092 0.0346 -0.19
C -1.9790 1.9392 -0.0051 -0.19
C -3.0062 1.8440 0.9304 -0.03
C -4.0676 2.7323 0.8949 -0.08
C -4.1206 3.7213 -0.0786 -0.10
C -3.1063 3.8163 -1.0192 -0.09
C -2.0406 2.9297 -0.9811 -0.04
C 0.5339 1.4881 0.2330 -0.20
C 0.8431 2.8223 0.4978 -0.01
C 2.1643 3.1896 0.6637 -0.06
C 3.1551 2.2216 0.5670 -0.05
C 2.7854 0.9100 0.3293 -0.14
N 1.5153 0.5479 0.1651 -0.07
H -3.3293 -3.7398 -0.6657 0.08
H -4.1336 -2.2248 -0.5384 0.09
H -2.9714 1.0605 1.6755 0.12
H -4.8603 2.6493 1.6272 0.10
H -4.9536 4.4120 -0.1063 0.10
H -3.1453 4.5772 -1.7883 0.10
H -1.2533 2.9974 -1.7217 0.12
H 0.0465 3.5467 0.5758 0.11
H 2.4178 4.2213 0.8715 0.11
H 4.2011 2.4644 0.6850 0.11
H 3.5069 0.1034 0.2753 0.04
S 6.6982 -6.4605 -0.7479 0.40
C 5.2722 -5.6617 -0.4294 -1.56
S 3.8885 -6.3763 0.2863 0.85
C 2.8052 -4.9776 0.3285 -1.24
C 3.3724 -3.8571 -0.1932 -1.11
S 2.8383 -2.1946 -0.3762 0.43
S 5.0193 -4.0051 -0.7866 0.83
S 1.2727 -5.2371 1.0339 0.33
```

- spin multiplicity = 1
- max |F| (eV/Å) = 0.38
- total energy (eV) = -90992.236
- ΔE to the lowest compared entry with this formula, charge and spin (kJ/mol) = 62.48
- HOMO-LUMO gap (alpha / beta) (eV) = 4.2 / 4.2
- net charge = -1

No. 2
Formula: C16H12CaCl5NO6STe
Source: the OMol25 dataset
Level of theory: wB97M-V/def2-TZVPD

```
43
Properties=species:S:1:pos:R:3:lowdin_charge:R:1
Ca -0.2657 -0.7171 0.2878 1.17
O 2.3993 1.3377 1.1921 -0.07
C 1.6843 2.4918 1.5711 -0.25
C 0.3472 2.6831 0.8648 -0.18
N -0.6477 1.6390 1.1175 -0.24
C -0.8731 1.4152 2.5480 -0.11
C 0.1262 0.4269 3.1923 -0.68
O 0.3395 0.5382 4.3946 0.00
O 0.6090 -0.4623 2.4007 -0.21
C -1.8987 1.9749 0.4255 -0.12
C -2.9414 0.8354 0.4186 -0.69
O -4.1238 1.1602 0.3510 -0.01
O -2.4660 -0.3502 0.4382 -0.21
H 1.9998 0.5805 1.6495 0.04
H 2.3084 3.3473 1.2979 0.11
H 1.5494 2.5272 2.6598 0.11
H 0.5126 2.7268 -0.2138 0.08
H -0.0523 3.6623 1.1860 0.13
H -1.8651 0.9769 2.6752 0.13
H -0.8557 2.3525 3.1188 0.13
H -1.6538 2.1962 -0.6171 0.10
H -2.3706 2.8690 0.8549 0.12
Cl 0.9575 -8.5116 -0.2008 0.60
C 0.8749 -6.7823 -0.2845 -0.74
C 0.1114 -6.0603 0.6312 -0.71
Cl -0.7653 -6.9065 1.8622 0.64
C 0.0447 -4.6806 0.5648 -0.60
Cl -0.9019 -3.7741 1.6880 0.73
C 0.7401 -3.9257 -0.4225 -0.51
O 0.6877 -2.6658 -0.4815 -0.29
C 1.5054 -4.7006 -1.3429 -0.61
Cl 2.3559 -3.8232 -2.5574 0.69
C 1.5687 -6.0802 -1.2698 -0.71
Cl 2.5228 -6.9576 -2.4212 0.63
Te 0.6952 0.1870 -2.5812 0.57
C 0.2702 2.2353 -2.8792 -1.11
C -0.9311 2.8577 -3.1003 -0.30
C -0.8309 4.2717 -3.2444 -0.23
C 0.4508 4.7222 -3.1417 -0.47
S 1.5261 3.4124 -2.8626 0.86
H -1.8609 2.3078 -3.1457 0.09
H -1.6797 4.9216 -3.4122 0.08
H 0.7963 5.7414 -3.2114 0.04
```

- spin multiplicity = 1
- max |F| (eV/Å) = 0.46
- total energy (eV) = -129748.933
- ΔE to the lowest compared entry with this formula, charge and spin (kJ/mol) = 6.95
- HOMO-LUMO gap (eV) = 5.8
- net charge = -2

No. 3
Formula: C16H12ClN3O5
Source: the OMol25 dataset
Level of theory: wB97M-V/def2-TZVPD

```
37
Properties=species:S:1:pos:R:3:lowdin_charge:R:1
C 2.2058 -5.8692 0.2838 -0.02
N 1.9269 -4.5778 0.8815 0.03
C 0.8604 -3.7092 0.5251 -0.38
O 0.2697 -3.8534 -0.4967 0.12
C 0.8065 -2.4283 1.1535 -0.05
C 0.2617 -1.2823 0.4316 0.11
C 0.1737 -0.1121 1.0507 -0.16
N -0.4064 0.9941 0.4677 0.14
C -1.0525 1.2038 -0.7020 -0.48
O -1.5292 0.4190 -1.4991 0.09
C -1.5108 2.5506 -0.8301 -0.19
C -2.0851 3.2179 0.2925 0.00
C -2.7572 4.4859 0.1130 -0.08
C -2.9859 5.0690 -1.1335 -0.07
C -2.3258 4.4326 -2.2376 -0.09
C -1.6773 3.1792 -2.0799 -0.50
Cl -0.7935 2.5274 -3.5281 0.64
C 0.9461 0.1257 2.2537 -0.31
O 1.1121 1.2811 2.6970 0.09
O 1.7442 -0.8903 2.7899 0.16
C 1.6563 -2.1008 2.1462 -0.15
N 2.5401 -3.0725 2.6337 0.05
C 3.3751 -2.9198 3.8620 0.00
C 2.7821 -4.2419 1.9225 -0.46
O 3.6975 -4.9839 2.1496 0.10
H 2.1815 -6.6761 1.0161 0.09
H 3.1902 -5.8435 -0.2170 0.11
H 1.3128 -6.1326 -0.3799 0.12
H -0.3603 -1.4661 -0.4418 0.14
H -0.3600 1.8999 1.0554 0.16
H -1.9853 2.7413 1.3594 0.15
H -3.2028 4.9024 1.0052 0.09
H -3.6209 5.9741 -1.2174 0.11
H -2.3799 4.8880 -3.2471 0.11
H 4.5203 -3.0957 3.7348 0.13
H 3.1525 -3.7538 4.4383 0.06
H 3.3054 -2.0242 4.5459 0.11
```

- spin multiplicity = 1
- max |F| (eV/Å) = 4.41
- total energy (eV) = -44016.210
- ΔE to the lowest compared entry with this formula, charge and spin (kJ/mol) = 149.72
- SMILES string = Cn1c(=O)c2cc(NC(=O)c3ccccc3Cl)c(=O)oc2n(C)c1=O
- HOMO-LUMO gap (eV) = 8.3

No. 4
Formula: C16H12N4O
Source: the OMol25 dataset
Level of theory: wB97M-V/def2-TZVPD

```
33
Properties=species:S:1:pos:R:3:lowdin_charge:R:1
N -5.5228 -1.6899 1.1627 0.16
C -4.7953 -0.9586 0.6342 -0.28
N -3.9132 -0.1768 0.0019 0.12
C -2.6448 -0.6226 -0.1602 -0.37
N -1.7586 0.3160 -0.1202 0.17
C -0.4332 -0.3177 -0.0526 -0.30
C 0.2957 0.1694 1.2222 -0.14
C 0.7146 -0.6292 2.2727 -0.02
C 1.5280 -0.0931 3.3146 -0.07
C 1.9001 1.2534 3.3148 -0.09
C 1.4075 2.0703 2.2770 -0.08
C 0.6689 1.5427 1.2216 -0.02
C 0.4357 -0.0012 -1.2471 -0.16
C -0.0586 0.7721 -2.3264 -0.02
C 0.7705 1.0124 -3.4195 -0.08
C 2.0742 0.5080 -3.4222 -0.08
C 2.5212 -0.3032 -2.3784 -0.08
C 1.7153 -0.5638 -1.2987 -0.03
C -0.7994 -1.7999 -0.1523 -0.37
O -0.0859 -2.7946 -0.0182 0.09
N -2.1385 -1.8805 -0.3610 0.22
H -3.9402 0.8067 0.1943 0.16
H 0.5421 -1.6924 2.2713 0.10
H 1.8695 -0.7342 4.1217 0.10
H 2.4835 1.6475 4.1617 0.11
H 1.6443 3.1296 2.2940 0.10
H 0.4148 2.1870 0.3720 0.12
H -1.0099 1.2406 -2.2869 0.09
H 0.4581 1.6261 -4.2631 0.10
H 2.6879 0.7343 -4.2726 0.09
H 3.5085 -0.7700 -2.4112 0.11
H 2.0892 -1.2181 -0.5019 0.13
H -2.6291 -2.7701 -0.1441 0.19
```

- spin multiplicity = 1
- max |F| (eV/Å) = 4.01
- total energy (eV) = -24794.118
- ΔE to the lowest compared entry with this formula, charge and spin (kJ/mol) = 53.17
- SMILES string = N#CNC1=NC(c2ccccc2)(c2ccccc2)C(=O)N1
- HOMO-LUMO gap (eV) = 9.5

No. 5
Formula: C16H13FeN2O6
Source: the OMol25 dataset
Level of theory: wB97M-V/def2-TZVPD

```
38
Properties=species:S:1:pos:R:3:lowdin_charge:R:1
O -0.0016 3.1085 -5.4491 0.18
C 0.0053 2.3806 -4.5538 -0.17
Fe 0.0315 1.2619 -3.2595 0.03
O 0.0746 3.2100 -1.0978 0.16
C 0.0698 2.4862 -1.9972 -0.15
C 0.0026 -0.4655 -4.1349 -0.35
O -0.0588 -1.6153 -3.8511 0.07
C 1.8011 0.9903 -3.2290 -0.10
O 2.9502 0.8089 -3.1568 0.16
C -1.7295 0.9177 -3.2754 -0.14
O -2.8794 0.7647 -3.2681 0.15
H 0.1173 0.0020 -5.1976 0.15
C -1.1633 -0.3627 3.3186 0.05
N -1.1936 -0.0432 1.9208 0.00
N -0.2407 -0.4531 1.0624 0.12
C -0.5634 -0.0179 -0.2148 -0.30
O 0.1518 -0.3795 -1.1772 0.11
C -1.7528 0.7927 -0.0438 0.12
C -2.1135 0.7150 1.2784 -0.20
C -3.2577 1.3770 1.9498 0.01
C 0.9924 -1.1081 1.3443 -0.14
C 1.0638 -2.0846 2.3238 -0.02
C 2.2845 -2.6632 2.6312 -0.04
C 3.4143 -2.3305 1.8875 -0.04
C 3.3410 -1.4270 0.8309 -0.02
C 2.1263 -0.8159 0.5632 0.02
H -1.9670 0.2444 3.7198 0.10
H -0.2003 -0.0970 3.7638 0.13
H -1.3983 -1.4174 3.4775 0.11
H -2.2531 1.3583 -0.8140 0.12
H -3.9830 0.6844 2.3884 0.11
H -2.9679 2.0773 2.7390 0.11
H -3.7827 1.9553 1.1842 0.10
H 0.1451 -2.3763 2.8148 0.10
H 2.3234 -3.3620 3.4564 0.12
H 4.3601 -2.7882 2.1297 0.12
H 4.2030 -1.1834 0.2178 0.13
H 2.0489 -0.1445 -0.2822 0.11
```

- spin multiplicity = 5
- max |F| (eV/Å) = 5.50
- total energy (eV) = -66442.169
- HOMO-LUMO gap (alpha / beta) (eV) = 4.6 / 5.7
- net charge = +1

No. 6
Formula: C16H13FeO14P2S3
Source: the OMol25 dataset
Level of theory: wB97M-V/def2-TZVPD

```
49
Properties=species:S:1:pos:R:3:lowdin_charge:R:1
Fe -0.0163 -0.3896 -0.7474 1.07
O 0.4084 -0.8482 -2.9834 -0.33
S 1.6515 -0.0689 -3.0096 0.48
O 1.9162 0.6680 -4.2146 -0.31
O 1.7281 0.7189 -1.7724 -0.34
C 2.9047 -1.3645 -2.9742 -0.20
C 3.7318 -1.4490 -4.0880 -0.06
C 4.5868 -2.5277 -4.2568 -0.09
C 4.6227 -3.5358 -3.3066 -0.09
C 3.8183 -3.4516 -2.1812 -0.07
C 2.9558 -2.3773 -2.0033 -0.21
S 1.9773 -2.3961 -0.4930 0.49
O 2.5312 -3.4798 0.2735 -0.31
O 0.5661 -2.5649 -0.8820 -0.34
O 2.0993 -1.0714 0.1171 -0.33
H 3.6710 -0.6546 -4.8190 0.10
H 5.2148 -2.5835 -5.1382 0.09
H 5.2769 -4.3891 -3.4390 0.09
H 3.8463 -4.2086 -1.4092 0.10
O -1.0762 3.0349 -0.0647 -0.16
P -1.3443 1.8876 1.0538 0.36
O -1.2985 2.5687 2.3792 -0.34
O -0.3178 0.7633 0.8443 -0.36
O -1.4157 0.8137 -1.6866 -0.34
P -2.5684 0.1353 -0.9341 0.24
O -5.1475 0.4193 0.4524 0.00
O -3.8533 -0.0903 -1.6783 -0.30
O -1.8803 -1.1107 -0.3195 -0.34
H -0.9451 3.8461 0.4402 0.06
H -4.8108 0.1474 -0.4663 0.04
C -5.5480 6.3903 3.4637 -0.04
C -6.2928 6.2136 4.7626 -0.75
O -6.7185 7.1466 5.4014 -0.04
S -6.5434 4.5790 5.4343 1.00
C -5.8494 3.4788 4.2275 -0.59
C -4.5079 3.1234 4.2840 -0.09
C -3.9488 2.3318 3.2901 0.00
C -4.7179 1.8936 2.2135 -0.11
C -6.0872 2.1909 2.2133 -0.01
C -6.6516 2.9776 3.2058 -0.12
C -4.1628 1.1248 1.0497 -0.31
C -2.9159 1.1728 0.5366 -0.18
H -6.0006 7.2228 2.9274 0.08
H -5.5437 5.5006 2.8414 0.06
H -4.5140 6.6520 3.6942 0.10
H -3.8925 3.4789 5.1026 0.11
H -2.8929 2.0955 3.3215 0.08
H -6.6972 1.8087 1.4082 0.11
H -7.7086 3.2161 3.1887 0.10
```

- spin multiplicity = 6
- max |F| (eV/Å) = 1.18
- total energy (eV) = -130948.793
- HOMO-LUMO gap (alpha / beta) (eV) = 7.3 / 7.3
- net charge = -2

What is the total energy in the second record?
-129748.933 eV